{"formula": "C47H58B2N8O10", "method": "ωB97M-V/def2-TZVPD", "species": ["C", "C", "O", "O", "C", "C", "C", "B", "O", "O", "O", "C", "O", "O", "C", "O", "C", "C", "C", "O", "B", "O", "N", "C", "C", "H", "H", "H", "H", "H", "H", "H", "H", "H", "H", "H", "H", "H", "H", "H", "H", "H", "H", "H", "H", "H", "H", "H", "C", "C", "C", "N", "C", "C", "H", "H", "H", "H", "H", "C", "C", "C", "N", "C", "C", "H", "H", "H", "H", "H", "C", "C", "C", "N", "C", "C", "H", "H", "H", "H", "H", "C", "C", "C", "N", "C", "C", "H", "H", "H", "H", "H", "C", "C", "C", "N", "C", "C", "H", "H", "H", "H", "H", "C", "C", "C", "N", "C", "C", "H", "H", "H", "H", "H", "C", "C", "C", "N", "C", "C", "H", "H", "H", "H", "H"], "positions_angstrom": [[-3.385, 7.226, -2.037], [-1.967, 6.459, -2.202], [-0.923, 7.048, -1.843], [-2.047, 5.132, -2.707], [-1.077, 4.872, -3.754], [-0.166, 3.573, -3.535], [0.505, 3.080, -4.925], [-0.525, 2.332, -5.936], [-0.001, 1.175, -6.661], [-1.904, 2.676, -6.169], [1.023, 4.155, -2.864], [0.732, 4.331, -1.456], [1.155, 5.184, -0.669], [-0.217, 3.251, -1.222], [-0.529, 2.492, -2.407], [0.317, 1.357, -2.780], [1.297, 1.035, -1.762], [0.657, 0.307, -0.452], [-0.082, -1.081, -0.816], [1.827, -0.074, 0.358], [-2.012, 1.799, -2.388], [-2.659, 1.652, -1.084], [-2.771, 1.350, -3.592], [-2.451, -0.108, -3.812], [-4.253, 1.522, -3.320], [-3.719, 6.999, -0.953], [-4.202, 6.745, -2.699], [-3.301, 8.350, -2.187], [-0.348, 5.753, -3.932], [-1.677, 4.793, -4.742], [0.834, 4.059, -5.457], [1.477, 2.492, -4.757], [0.923, 1.391, -6.942], [-1.904, 3.510, -6.709], [1.990, 1.895, -1.469], [1.984, 0.227, -2.227], [-0.039, 1.005, 0.134], [0.066, -1.759, 0.111], [0.400, -1.629, -1.691], [-1.215, -0.935, -0.917], [1.703, 0.352, 1.233], [-2.215, 0.942, -0.574], [-2.076, -0.216, -4.894], [-1.674, -0.432, -3.040], [-3.415, -0.720, -3.632], [-4.861, 1.244, -4.266], [-4.630, 0.776, -2.503], [-4.500, 2.607, -3.006], [-3.463, 4.356, -11.620], [-2.655, 5.477, -11.498], [-2.351, 5.930, -10.224], [-2.797, 5.350, -9.099], [-3.579, 4.268, -9.246], [-3.937, 3.735, -10.473], [-3.723, 3.970, -12.600], [-2.269, 5.987, -12.372], [-1.720, 6.801, -10.077], [-3.927, 3.821, -8.320], [-4.569, 2.858, -10.532], [5.308, -2.599, 2.675], [4.252, -2.938, 3.509], [3.276, -1.986, 3.752], [3.293, -0.748, 3.230], [4.326, -0.445, 2.428], [5.349, -1.328, 2.120], [6.090, -3.318, 2.459], [4.189, -3.921, 3.960], [2.429, -2.205, 4.395], [4.316, 0.561, 2.022], [6.157, -1.029, 1.464], [1.155, -7.802, 5.065], [1.133, -6.536, 4.497], [2.343, -5.933, 4.196], [3.539, -6.499, 4.426], [3.531, -7.724, 4.978], [2.376, -8.412, 5.312], [0.228, -8.308, 5.314], [0.198, -6.030, 4.291], [2.379, -4.946, 3.747], [4.511, -8.157, 5.155], [2.430, -9.399, 5.754], [6.792, -6.758, 1.351], [6.495, -6.917, 2.697], [7.532, -7.217, 3.566], [8.810, -7.367, 3.181], [9.069, -7.210, 1.873], [8.105, -6.906, 0.926], [6.008, -6.521, 0.639], [5.481, -6.809, 3.063], [7.351, -7.347, 4.628], [10.109, -7.339, 1.590], [8.373, -6.789, -0.117], [-8.381, -0.072, 0.988], [-7.261, 0.521, 1.553], [-6.103, 0.589, 0.796], [-5.997, 0.110, -0.453], [-7.094, -0.460, -0.976], [-8.300, -0.574, -0.303], [-9.307, -0.143, 1.548], [-7.288, 0.922, 2.559], [-5.202, 1.047, 1.193], [-6.981, -0.840, -1.986], [-9.154, -1.043, -0.775], [4.302, -5.866, 10.133], [3.783, -5.657, 8.864], [4.090, -6.573, 7.871], [4.865, -7.653, 8.064], [5.356, -7.830, 9.301], [5.105, -6.974, 10.361], [4.083, -5.171, 10.938], [3.153, -4.802, 8.650], [3.706, -6.456, 6.864], [5.981, -8.708, 9.429], [5.527, -7.168, 11.340], [-2.861, 6.405, 2.943], [-3.906, 6.043, 3.780], [-4.894, 6.979, 4.038], [-4.898, 8.222, 3.529], [-3.874, 8.548, 2.724], [-2.840, 7.683, 2.401], [-2.069, 5.700, 2.715], [-3.954, 5.055, 4.220], [-5.734, 6.742, 4.684], [-3.900, 9.558, 2.329], [-2.040, 7.999, 1.744]], "forces_ev_per_angstrom": [[-0.223, -1.810, 0.413], [1.090, 2.466, 1.284], [-3.421, -2.716, -1.803], [0.871, 2.207, 0.090], [0.159, -0.338, -2.155], [1.556, 1.073, -0.178], [-0.533, 1.060, 0.044], [-0.159, -1.630, -0.829], [-0.130, 2.617, 0.432], [2.365, 0.686, -0.512], [-0.167, 1.151, 2.963], [0.026, 0.196, -0.958], [-1.727, -4.119, -3.158], [1.250, 0.713, 0.323], [-0.299, 1.148, -2.217], [0.756, 0.593, 2.297], [0.663, -1.740, 0.606], [0.594, -0.580, -0.759], [0.066, 0.207, 1.228], [-1.366, 1.202, 0.124], [-1.659, 0.172, 1.345], [1.514, -0.574, -1.549], [-0.328, 0.204, 1.818], [-0.158, -0.033, -0.348], [-0.969, -0.610, -0.073], [0.565, 0.544, -1.626], [1.483, 0.919, 0.908], [0.169, -1.690, 0.153], [-1.147, -1.442, 0.749], [0.821, -0.217, 1.700], [-0.512, -1.330, 0.883], [-1.704, 0.829, 0.060], [-0.995, -0.612, 0.716], [-0.220, -0.948, 0.691], [-1.255, -0.957, -0.343], [-1.173, 1.319, 0.628], [1.033, -0.909, -0.872], [-0.271, 1.131, -1.477], [-0.839, 0.959, 0.978], [1.628, -0.352, -0.273], [0.340, -0.531, -0.653], [-0.342, 0.851, -0.180], [-0.474, -0.274, 1.744], [-0.840, 0.027, -1.373], [1.633, 0.796, -0.383], [1.154, 0.710, 1.290], [0.715, 1.530, -1.163], [0.454, -1.819, -0.542], [-0.027, -0.036, -0.063], [-0.087, -0.111, 0.018], [-0.091, -0.119, 0.538], [-0.097, -0.292, -0.540], [0.285, 0.416, 0.240], [0.045, 0.079, -0.135], [0.019, 0.026, 0.067], [-0.006, -0.009, 0.066], [-0.018, -0.022, -0.065], [-0.037, -0.059, -0.079], [0.040, 0.047, 0.039], [0.092, -0.032, -0.061], [0.062, 0.031, -0.042], [-0.077, 0.542, -0.194], [0.417, -0.384, -0.183], [-0.471, 0.041, 0.323], [-0.025, -0.151, 0.093], [-0.054, 0.024, 0.030], [0.106, 0.048, 0.002], [0.036, -0.046, 0.006], [0.061, -0.063, -0.038], [-0.060, 0.013, 0.033], [-0.039, -0.059, 0.042], [0.014, -0.102, 0.073], [0.473, -0.094, 0.041], [-0.681, -0.309, 0.080], [0.228, 0.293, -0.481], [-0.144, 0.061, -0.080], [0.062, 0.034, -0.017], [0.068, -0.003, -0.006], [-0.136, -0.049, -0.011], [-0.079, -0.042, 0.078], [0.052, 0.074, -0.005], [-0.006, 0.012, -0.049], [-0.050, 0.002, -0.150], [0.613, -0.091, -0.057], [-0.466, 0.146, -0.431], [0.034, -0.095, 0.582], [-0.129, 0.025, 0.042], [0.039, -0.017, 0.046], [0.087, 0.051, 0.032], [-0.060, 0.019, -0.031], [-0.049, 0.019, -0.047], [0.019, -0.015, 0.057], [-0.083, -0.007, 0.052], [-0.108, -0.063, -0.078], [0.238, -0.145, -0.534], [-0.634, -0.117, 0.381], [0.547, 0.220, 0.106], [-0.001, 0.050, 0.120], [0.060, 0.006, -0.038], [0.026, -0.008, -0.058], [-0.047, 0.011, 0.014], [-0.063, 0.000, 0.022], [0.060, 0.020, 0.003], [-0.027, 0.066, 0.064], [0.084, -0.057, 0.173], [0.276, -0.400, -0.013], [-0.173, 0.422, 0.457], [-0.111, -0.074, -0.555], [-0.086, 0.111, -0.049], [0.017, -0.047, -0.050], [0.033, -0.052, -0.021], [0.033, 0.165, 0.266], [-0.015, 0.047, 0.056], [-0.006, -0.012, -0.065], [0.086, -0.093, -0.026], [0.082, 0.066, -0.091], [-0.114, 0.564, -0.156], [0.465, -0.444, -0.135], [-0.499, -0.014, 0.328], [0.007, -0.110, 0.027], [-0.046, 0.056, -0.002], [-0.018, 0.056, -0.012], [0.047, -0.043, -0.006], [0.051, -0.047, -0.016], [-0.038, -0.007, 0.027]], "mulliken_charge": [-0.99, 0.65, -0.53, -0.21, -0.93, 1.96, -1.56, 0.85, -0.65, -0.54, -0.50, 0.46, -0.53, -0.53, 0.41, -0.27, -0.68, 0.50, -1.00, -0.45, 0.57, -0.61, 0.14, -0.84, -0.88, 0.25, 0.26, 0.33, 0.52, 0.15, 0.39, 0.19, 0.31, 0.23, 0.15, 0.37, 0.25, 0.34, 0.19, 0.17, 0.37, 0.20, 0.14, 0.26, 0.32, 0.29, 0.30, 0.21, -0.16, -0.38, -0.21, -0.48, -0.05, -0.54, 0.36, 0.35, 0.36, 0.40, 0.35, -0.37, -0.24, -0.29, -0.57, -0.18, -0.45, 0.48, 0.46, 0.41, 0.36, 0.39, -0.25, -0.81, 0.04, -0.14, -0.19, -0.40, 0.39, 0.39, 0.33, 0.29, 0.40, -0.43, -0.02, -0.27, -0.57, -0.26, -0.38, 0.41, 0.31, 0.45, 0.35, 0.37, -0.11, -0.67, -0.11, -0.23, -0.08, -0.64, 0.37, 0.35, 0.39, 0.36, 0.34, -0.29, -0.76, 0.33, -0.27, -0.30, -0.36, 0.37, 0.38, 0.19, 0.35, 0.36, -0.26, -0.36, -0.16, -0.57, -0.18, -0.40, 0.43, 0.35, 0.35, 0.37, 0.42], "smiles": "CC(=O)OC[C@@]1(CB(O)O)OC(=O)O[C@@]1(OC[C@@H](C)O)B(O)N(C)C.c1ccncc1.c1ccncc1.c1ccncc1.c1ccncc1.c1ccncc1.c1ccncc1.c1ccncc1", "spin_multiplicity": 1, "charge": 0, "gap_ha": 0.330, "lumo_ha": 0.014}